[1]
{"formula": "C16H26N2O8", "method": "ωB97M-V with the def2-TZVPD basis set", "species": ["C", "C", "O", "C", "O", "C", "O", "N", "C", "O", "C", "C", "C", "N", "O", "C", "C", "O", "O", "C", "C", "C", "O", "C", "C", "C", "H", "H", "H", "H", "H", "H", "H", "H", "H", "H", "H", "H", "H", "H", "H", "H", "H", "H", "H", "H", "H", "H", "H", "H", "H", "H"], "coordinates": [[-2.17, -3.54, 2.71], [-2.87, -2.52, 3.60], [-2.62, -1.18, 3.16], [-3.39, -0.69, 2.20], [-4.29, -1.29, 1.67], [-3.06, 0.77, 1.89], [-1.75, 1.16, 2.26], [-0.85, 1.30, 1.20], [-1.00, 2.40, 0.44], [-1.93, 3.17, 0.59], [0.04, 2.64, -0.66], [0.46, 4.11, -0.54], [-0.64, 2.38, -2.01], [1.21, 1.80, -0.49], [2.36, 2.19, -1.18], [2.58, 1.56, -2.44], [2.31, 0.06, -2.42], [1.19, -0.40, -2.43], [3.43, -0.63, -2.45], [3.32, -2.06, -2.36], [3.00, -2.68, -3.71], [1.32, 0.65, 0.21], [2.33, -0.02, 0.19], [0.09, 0.21, 1.00], [-0.56, -0.93, 0.21], [0.57, -0.28, 2.37], [-2.33, -4.53, 3.11], [-1.10, -3.34, 2.67], [-2.58, -3.50, 1.70], [-2.49, -2.56, 4.62], [-3.95, -2.69, 3.59], [-3.26, 0.96, 0.83], [-3.74, 1.39, 2.48], [-0.42, 4.73, -0.57], [0.98, 4.27, 0.40], [1.13, 4.38, -1.36], [-0.13, 2.90, -2.81], [-0.65, 1.31, -2.24], [-1.67, 2.75, -1.97], [1.95, 2.02, -3.22], [3.64, 1.75, -2.64], [2.55, -2.30, -1.62], [4.30, -2.38, -1.99], [3.74, -2.40, -4.44], [2.99, -3.77, -3.61], [2.02, -2.35, -4.05], [0.16, -1.73, 0.08], [-0.87, -0.59, -0.78], [-1.43, -1.32, 0.73], [0.96, 0.55, 2.95], [1.37, -1.00, 2.22], [-0.24, -0.74, 2.92]], "de_lowest_kcal_mol": 1.50, "lumo_ha": 0.0267, "orbital_gap_ev": 10.31}

***

[2]
{"formula": "C26H28Cl2KN7O9P2S3", "method": "ωB97M-V with the def2-TZVPD basis set", "species": ["K", "Cl", "C", "C", "C", "N", "C", "O", "C", "C", "C", "C", "C", "N", "C", "C", "C", "Cl", "N", "C", "O", "C", "C", "C", "C", "C", "N", "H", "H", "H", "H", "H", "H", "H", "H", "H", "H", "C", "C", "O", "P", "O", "O", "O", "P", "O", "O", "O", "H", "H", "H", "H", "H", "H", "H", "S", "C", "N", "C", "C", "S", "H", "H", "H", "H", "H", "S", "C", "N", "C", "C", "N", "H", "H", "H", "H", "H", "H"], "coordinates": [[-1.07, -0.11, -0.78], [-4.49, -6.98, 0.24], [-3.29, -5.77, -0.16], [-3.64, -4.43, -0.09], [-2.73, -3.41, -0.40], [-2.97, -2.06, -0.20], [-4.17, -1.61, 0.11], [-5.31, -2.14, 0.07], [-4.16, -0.23, 0.74], [-4.39, -0.18, 2.12], [-4.51, 1.03, 2.75], [-4.43, 2.19, 1.99], [-4.17, 2.06, 0.64], [-4.02, 0.88, 0.01], [-1.43, -3.80, -0.83], [-1.09, -5.15, -0.87], [-2.01, -6.13, -0.54], [-1.52, -7.81, -0.64], [-0.55, -2.83, -1.34], [0.73, -2.91, -1.12], [1.38, -3.64, -0.30], [1.57, -2.01, -2.01], [2.95, -2.23, -2.07], [3.72, -1.48, -2.94], [3.10, -0.51, -3.71], [1.73, -0.33, -3.55], [0.98, -1.06, -2.74], [-4.64, -4.16, 0.20], [-4.46, -1.11, 2.67], [-4.67, 1.09, 3.82], [-4.56, 3.18, 2.42], [-4.07, 2.94, 0.01], [-0.09, -5.43, -1.16], [3.36, -2.99, -1.42], [4.79, -1.64, -3.01], [3.65, 0.09, -4.42], [1.21, 0.46, -4.09], [-1.41, 5.34, -0.03], [-0.36, 4.24, -0.13], [0.96, 4.82, -0.17], [-0.48, 3.07, 1.28], [0.95, 2.91, 1.92], [-1.26, 3.89, 2.42], [-1.19, 1.83, 0.96], [-0.54, 3.34, -1.75], [-2.12, 3.02, -1.84], [-0.18, 4.36, -2.77], [0.23, 2.04, -1.69], [-1.18, 5.99, 0.81], [-2.41, 4.94, 0.10], [-1.39, 5.92, -0.96], [1.05, 5.11, -1.09], [1.49, 2.21, 1.47], [-1.99, 3.33, 2.72], [-2.41, 2.27, -1.30], [2.72, 0.47, 0.70], [3.47, 1.39, -0.47], [2.88, 2.18, -1.34], [3.71, 2.75, -2.38], [5.12, 2.84, -1.81], [5.23, 1.41, -0.69], [1.84, 2.12, -1.46], [3.32, 3.73, -2.67], [3.69, 2.10, -3.26], [5.25, 3.75, -1.22], [5.89, 2.78, -2.58], [-1.12, -2.03, 3.19], [0.54, -2.21, 3.21], [1.30, -2.82, 2.30], [2.72, -2.70, 2.59], [2.74, -1.67, 3.73], [1.36, -1.72, 4.21], [0.98, -3.17, 1.40], [3.27, -2.37, 1.71], [3.13, -3.67, 2.92], [3.01, -0.68, 3.35], [3.45, -1.95, 4.52], [0.98, -0.95, 4.72]], "lumo_ha": 0.1256, "charge": -2, "orbital_gap_ev": 5.07}

***

[3]
{"formula": "C41H51CaN5PSeSi", "method": "ωB97M-V with the def2-TZVPD basis set", "species": ["Ca", "C", "C", "C", "C", "C", "C", "P", "C", "C", "C", "C", "C", "C", "C", "C", "C", "C", "C", "C", "C", "C", "C", "C", "H", "H", "H", "H", "H", "H", "H", "H", "H", "H", "H", "H", "H", "H", "H", "H", "N", "C", "N", "N", "C", "N", "H", "H", "H", "H", "Se", "C", "C", "C", "N", "C", "C", "H", "H", "H", "H", "C", "C", "C", "C", "Si", "C", "C", "C", "C", "C", "C", "C", "C", "H", "H", "H", "H", "H", "H", "H", "H", "H", "H", "H", "H", "H", "H", "H", "H", "H", "H", "H", "H", "H", "H", "H", "H", "H", "H", "H"], "coordinates": [[-0.79, 0.41, -0.30], [6.54, 0.41, -1.57], [5.98, 1.67, -1.67], [4.68, 1.89, -1.24], [3.92, 0.85, -0.70], [4.50, -0.41, -0.61], [5.80, -0.63, -1.03], [2.20, 1.08, -0.10], [1.75, 2.57, -1.03], [1.38, 2.38, -2.36], [1.12, 3.47, -3.18], [1.23, 4.75, -2.67], [1.58, 4.95, -1.35], [1.83, 3.87, -0.53], [2.44, 1.63, 1.61], [3.67, 1.88, 2.16], [3.78, 2.28, 3.50], [2.66, 2.45, 4.27], [1.37, 2.20, 3.73], [0.20, 2.35, 4.51], [-1.02, 2.09, 3.95], [-1.12, 1.66, 2.60], [-0.02, 1.48, 1.78], [1.24, 1.77, 2.38], [7.56, 0.23, -1.91], [6.55, 2.49, -2.09], [4.24, 2.88, -1.33], [3.92, -1.23, -0.20], [6.23, -1.63, -0.95], [1.32, 1.38, -2.77], [0.82, 3.31, -4.21], [1.01, 5.61, -3.30], [1.62, 5.95, -0.94], [2.09, 4.02, 0.52], [4.57, 1.76, 1.57], [4.76, 2.48, 3.93], [2.74, 2.77, 5.30], [0.29, 2.68, 5.54], [-1.92, 2.22, 4.54], [-2.13, 1.50, 2.22], [-7.60, 0.02, -0.28], [-6.25, -0.09, -0.20], [-5.75, -0.90, 0.75], [-5.55, 0.62, -1.05], [-4.25, 0.43, -1.04], [-3.10, 0.30, -1.07], [-8.16, -0.20, 0.53], [-7.93, 0.76, -0.87], [-6.33, -1.56, 1.22], [-4.75, -1.06, 0.78], [-2.30, 3.07, -0.83], [-1.58, 4.72, -0.25], [-0.94, 4.86, 0.98], [-0.44, 6.09, 1.36], [-0.54, 7.21, 0.64], [-1.18, 7.08, -0.53], [-1.70, 5.89, -1.01], [-0.81, 3.99, 1.62], [0.07, 6.18, 2.32], [-1.27, 7.98, -1.12], [-2.20, 5.87, -1.97], [1.36, -4.96, -0.12], [1.17, -3.45, -0.33], [1.93, -2.76, 0.81], [1.91, -3.06, -1.62], [-0.67, -2.73, -0.41], [-1.66, -3.58, 1.09], [-2.01, -5.07, 0.96], [-0.86, -3.41, 2.39], [-2.98, -2.83, 1.31], [-1.49, -3.39, -2.10], [-1.13, -4.81, -2.54], [-3.02, -3.30, -2.04], [-1.08, -2.43, -3.22], [2.43, -5.20, -0.11], [0.90, -5.56, -0.90], [0.96, -5.29, 0.84], [3.01, -2.97, 0.71], [1.64, -3.11, 1.80], [1.80, -1.67, 0.80], [2.97, -3.32, -1.53], [1.85, -1.98, -1.79], [1.52, -3.56, -2.50], [-1.12, -5.69, 0.87], [-2.63, -5.27, 0.09], [-2.57, -5.41, 1.84], [-0.01, -4.08, 2.44], [-1.50, -3.64, 3.26], [-0.50, -2.38, 2.52], [-3.66, -3.01, 0.48], [-2.82, -1.75, 1.42], [-3.47, -3.18, 2.23], [-1.37, -5.56, -1.78], [-0.07, -4.91, -2.77], [-1.68, -5.08, -3.45], [-3.47, -4.04, -1.38], [-3.44, -3.47, -3.05], [-3.34, -2.30, -1.73], [0.00, -2.35, -3.34], [-1.47, -1.42, -3.03], [-1.49, -2.76, -4.18]], "de_lowest_kcal_mol": 0.00, "lumo_ha": 0.0713, "charge": -1, "orbital_gap_ev": 5.92}

***

[4]
{"formula": "C41H54GeMoN4O8S2", "method": "ωB97M-V with the def2-TZVPD basis set", "species": ["Mo", "C", "C", "C", "C", "O", "Ge", "O", "C", "C", "C", "C", "O", "C", "C", "C", "C", "H", "H", "H", "H", "H", "H", "H", "H", "H", "H", "H", "H", "H", "H", "H", "H", "H", "H", "H", "H", "H", "H", "H", "H", "H", "H", "H", "O", "S", "O", "O", "C", "N", "C", "C", "C", "N", "C", "C", "C", "N", "C", "C", "H", "H", "H", "H", "H", "H", "C", "C", "O", "H", "H", "H", "O", "S", "C", "C", "C", "C", "C", "C", "C", "C", "C", "C", "C", "C", "H", "H", "H", "H", "H", "H", "H", "H", "H", "H", "C", "C", "C", "C", "C", "C", "N", "H", "H", "H", "H", "H", "H", "H", "H"], "coordinates": [[-0.62, 0.43, 0.67], [-2.31, -1.91, 3.36], [-2.50, -0.40, 3.24], [-2.50, 0.22, 4.65], [-3.84, -0.05, 2.54], [-1.42, 0.16, 2.51], [0.60, 0.40, 3.69], [0.68, 1.69, 2.07], [1.43, 2.91, 2.20], [2.13, 2.97, 3.57], [0.50, 4.13, 2.10], [2.49, 2.97, 1.11], [1.76, -0.66, 2.97], [2.80, -1.60, 3.21], [4.04, -1.09, 2.47], [2.38, -2.96, 2.66], [3.06, -1.69, 4.71], [-3.09, -2.35, 3.98], [-2.33, -2.40, 2.39], [-1.34, -2.10, 3.83], [-3.43, -0.01, 5.17], [-1.67, -0.18, 5.23], [-2.40, 1.30, 4.57], [-4.53, 0.39, 3.25], [-3.67, 0.66, 1.74], [-4.30, -0.94, 2.12], [1.40, 2.97, 4.38], [2.81, 2.12, 3.68], [2.72, 3.88, 3.64], [-0.33, 4.02, 2.79], [1.06, 5.02, 2.38], [0.13, 4.26, 1.09], [3.08, 2.06, 1.14], [2.02, 3.05, 0.13], [3.15, 3.83, 1.25], [3.75, -0.77, 1.46], [4.47, -0.24, 2.99], [4.79, -1.87, 2.39], [2.28, -2.91, 1.58], [3.12, -3.71, 2.92], [1.41, -3.24, 3.07], [3.27, -0.70, 5.11], [2.18, -2.08, 5.23], [3.90, -2.35, 4.92], [-6.67, -7.41, -1.01], [-5.64, -7.15, -1.99], [-4.28, -7.13, -1.52], [-5.86, -7.54, -3.35], [-6.04, -5.29, -2.17], [-7.17, -5.00, -2.72], [-7.44, -3.70, -2.80], [-6.55, -2.75, -2.32], [-5.35, -3.20, -1.75], [-5.13, -4.52, -1.69], [-4.30, -2.35, -1.22], [-3.17, -2.93, -0.62], [-2.16, -2.14, -0.14], [-2.17, -0.78, -0.19], [-3.26, -0.24, -0.78], [-4.31, -0.96, -1.29], [-8.38, -3.43, -3.26], [-6.80, -1.70, -2.37], [-3.10, -4.00, -0.57], [-1.30, -2.60, 0.32], [-3.27, 0.84, -0.86], [-5.12, -0.43, -1.77], [1.30, -1.84, -1.24], [0.58, -0.93, -0.28], [0.39, -1.36, 0.86], [0.89, -2.85, -1.15], [2.34, -1.87, -0.94], [1.25, -1.51, -2.27], [2.57, 0.54, -0.53], [2.39, 1.09, -1.90], [3.21, 2.71, -2.02], [2.46, 3.69, -2.63], [2.96, 4.98, -2.73], [4.21, 5.26, -2.21], [4.97, 4.27, -1.61], [4.47, 2.98, -1.51], [3.58, 0.18, -2.93], [4.61, -0.53, -2.35], [5.40, -1.34, -3.15], [5.14, -1.45, -4.51], [4.11, -0.72, -5.08], [3.32, 0.10, -4.29], [1.48, 3.44, -3.02], [2.37, 5.75, -3.19], [4.60, 6.27, -2.28], [5.94, 4.50, -1.21], [5.05, 2.20, -1.04], [4.77, -0.46, -1.29], [6.21, -1.91, -2.71], [5.73, -2.11, -5.12], [3.91, -0.80, -6.14], [2.52, 0.68, -4.72], [-2.19, 2.97, 0.78], [-1.65, 2.79, -0.61], [-1.93, 3.52, -1.74], [-1.47, 2.75, -2.83], [-0.95, 1.58, -2.31], [-0.60, 0.36, -3.10], [-1.00, 1.62, -0.94], [-2.19, 4.01, 1.09], [-1.59, 2.37, 1.49], [-3.23, 2.63, 0.82], [-2.44, 4.46, -1.78], [-1.55, 3.01, -3.87], [-0.99, 0.49, -4.11], [-1.06, -0.53, -2.67], [0.47, 0.21, -3.17]], "multiplicity": 2, "s2": 0.778, "lumo_ha": [-0.2490, -0.2263], "charge": 1, "orbital_gap_ev": [2.17, 2.78]}